{"formula": "C30H48P2ReSe", "method": "wB97M-V/def2-TZVPD", "elements": ["Re", "C", "C", "C", "C", "C", "C", "H", "H", "H", "C", "H", "H", "H", "C", "H", "H", "H", "C", "H", "H", "H", "C", "H", "H", "H", "C", "C", "C", "C", "C", "C", "C", "C", "H", "H", "H", "H", "H", "H", "H", "H", "H", "H", "H", "H", "P", "P", "C", "C", "H", "H", "H", "H", "C", "H", "H", "H", "C", "H", "H", "H", "C", "H", "H", "H", "C", "H", "H", "H", "Se", "C", "C", "C", "C", "C", "C", "H", "H", "H", "H", "H"], "coordinates": [[0.199, 2.348, -0.571], [0.591, 1.454, 1.327], [1.742, 2.158, 0.839], [0.003, 3.681, 1.048], [-0.499, 2.386, 1.428], [1.389, 3.538, 0.694], [0.656, 0.092, 1.934], [1.303, -0.582, 1.357], [-0.338, -0.361, 2.024], [1.098, 0.148, 2.945], [-1.898, 2.073, 1.832], [-1.968, 1.047, 2.209], [-2.604, 2.171, 0.998], [-2.228, 2.768, 2.615], [-0.796, 4.938, 0.997], [-0.445, 5.682, 1.727], [-1.853, 4.725, 1.198], [-0.715, 5.405, 0.008], [2.320, 4.630, 0.264], [2.439, 5.402, 1.039], [1.939, 5.138, -0.633], [3.320, 4.223, 0.053], [3.106, 1.555, 0.682], [3.687, 1.625, 1.616], [3.686, 2.063, -0.096], [3.039, 0.491, 0.420], [-0.752, -3.126, 0.622], [0.460, -3.399, 1.124], [1.757, -3.451, 0.370], [1.665, -3.748, -1.168], [1.740, -2.640, -2.089], [0.862, -1.513, -2.169], [-0.196, -1.382, -1.038], [-1.048, -2.624, -0.762], [2.392, -4.238, 0.813], [0.804, -4.401, -1.387], [2.303, -2.504, 0.525], [-0.955, -3.393, -1.542], [-1.632, -3.210, 1.278], [0.559, -3.614, 2.196], [-2.103, -2.306, -0.770], [0.373, -1.121, -0.139], [1.524, -0.615, -2.085], [-0.865, -0.522, -1.212], [2.569, -4.350, -1.389], [2.601, -2.604, -2.759], [0.015, -0.946, -3.761], [0.255, 2.694, -2.756], [0.215, 0.577, -4.726], [-0.464, 1.852, -4.215], [-0.214, 0.319, -5.707], [1.292, 0.712, -4.874], [-0.432, 2.591, -5.024], [-1.517, 1.651, -3.997], [-0.482, 4.352, -2.940], [-0.137, 5.017, -2.139], [-1.576, 4.287, -2.877], [-0.195, 4.769, -3.913], [1.994, 2.865, -3.312], [2.027, 3.294, -4.325], [2.487, 1.883, -3.315], [2.541, 3.514, -2.618], [-1.768, -1.263, -3.748], [-2.058, -2.051, -3.042], [-2.047, -1.586, -4.762], [-2.316, -0.343, -3.508], [0.637, -2.208, -4.929], [1.704, -2.023, -5.119], [0.075, -2.132, -5.869], [0.530, -3.218, -4.508], [-2.540, -1.833, 3.785], [-2.451, -2.668, 5.391], [-3.093, -3.918, 5.618], [-3.149, -4.467, 6.896], [-2.534, -3.811, 7.978], [-1.838, -2.608, 7.761], [-1.776, -2.052, 6.484], [-3.565, -4.417, 4.771], [-3.672, -5.411, 7.052], [-2.592, -4.236, 8.983], [-1.344, -2.101, 8.587], [-1.245, -1.122, 6.304]], "forces_ev_per_a": [[-2.26, -2.32, -0.44], [0.40, 0.52, 2.22], [0.56, -0.71, 1.07], [-0.35, -0.18, 1.14], [1.01, 0.44, 1.84], [0.38, 0.78, -0.31], [-0.14, -0.40, -0.24], [-0.15, 0.16, 0.24], [0.27, -0.04, 0.03], [-0.24, 0.17, -0.35], [-0.11, -0.13, 0.10], [-0.07, 0.25, 0.01], [0.06, 0.05, 0.01], [0.04, -0.22, -0.11], [-0.18, 0.21, -0.12], [-0.04, -0.29, -0.10], [0.24, 0.14, -0.07], [-0.07, 0.02, 0.19], [0.11, 0.32, -0.02], [-0.05, -0.28, -0.12], [0.20, -0.07, 0.21], [-0.35, 0.20, -0.02], [0.12, -0.08, -0.07], [-0.26, 0.04, -0.20], [-0.13, -0.11, 0.11], [0.01, 0.28, 0.03], [-0.01, -0.66, 0.92], [-0.57, -0.06, 0.04], [0.03, 0.12, -0.29], [0.79, -1.67, 0.89], [0.87, 0.09, -1.73], [-0.99, 3.51, 0.93], [0.65, 0.42, -0.20], [-0.56, 0.22, 0.06], [-0.31, 0.35, -0.14], [0.23, 0.06, 0.28], [0.05, -0.24, -0.04], [0.03, 0.17, 0.18], [0.57, 0.07, -0.18], [-0.25, -0.04, -0.41], [0.27, -0.27, -0.05], [-0.35, -0.18, -0.33], [-0.12, -0.12, 0.32], [0.23, -0.02, -0.13], [-0.60, 0.10, 0.08], [-0.16, -0.04, 0.15], [-0.37, -3.30, -1.37], [1.89, 1.19, -4.32], [0.49, 0.53, 0.54], [-0.39, -0.26, -0.05], [0.11, -0.12, 0.30], [-0.12, 0.09, -0.10], [-0.07, -0.07, 0.10], [0.00, 0.11, -0.17], [-0.27, 0.36, 0.06], [-0.03, -0.16, -0.28], [0.22, 0.04, -0.06], [-0.07, -0.07, 0.15], [0.11, 0.17, -0.24], [0.07, -0.08, 0.19], [-0.11, 0.28, 0.04], [-0.17, -0.15, -0.19], [-0.30, 0.19, 0.07], [0.19, 0.25, -0.19], [0.05, 0.17, 0.27], [-0.01, -0.30, 0.03], [0.00, 0.34, -0.21], [-0.26, -0.11, -0.03], [0.26, -0.09, 0.18], [-0.04, 0.38, -0.05], [0.01, 0.39, -1.02], [0.25, -0.81, 1.69], [0.01, 0.33, 0.13], [0.21, 0.18, -0.05], [0.04, 0.21, -0.39], [-0.10, -0.21, -0.39], [-0.43, -0.34, 0.11], [0.06, 0.11, 0.28], [0.16, 0.28, -0.02], [0.02, 0.15, -0.38], [-0.10, -0.13, -0.12], [-0.11, -0.11, 0.10]], "e_lumo_ev": [-6.59, -6.45], "homo_energy_ev": [-12.0, -12.2], "total_charge": 2, "multiplicity": 4, "orbital_gap_ev": [5.417, 5.766], "de_lowest_kj_mol": 135.61}



{"formula": "C30H49As3Cl8GeN2O2TaTe", "method": "wB97M-V/def2-TZVPD", "elements": ["Ta", "Cl", "C", "C", "C", "Cl", "C", "O", "C", "Cl", "C", "H", "H", "C", "As", "C", "C", "C", "C", "C", "As", "C", "C", "C", "As", "C", "C", "H", "H", "H", "H", "H", "H", "H", "H", "H", "H", "H", "H", "H", "H", "H", "H", "H", "H", "H", "H", "H", "H", "H", "H", "H", "H", "H", "C", "Te", "C", "H", "H", "H", "H", "H", "H", "Cl", "C", "C", "C", "Cl", "C", "Cl", "C", "Cl", "C", "Cl", "N", "C", "N", "O", "H", "H", "H", "H", "C", "Ge", "C", "C", "C", "H", "H", "H", "H", "H", "H", "H", "H", "H", "H"], "coordinates": [[0.204, 0.304, 0.441], [-1.077, 7.299, -1.086], [-1.264, 5.615, -0.761], [-0.143, 4.812, -0.639], [-0.341, 3.467, -0.400], [1.001, 2.447, -0.070], [-1.601, 2.854, -0.289], [-1.718, 1.581, -0.077], [-2.703, 3.729, -0.397], [-4.276, 3.036, -0.200], [-2.540, 5.078, -0.624], [0.852, 5.220, -0.723], [-3.407, 5.716, -0.692], [1.349, -0.056, 4.148], [0.908, -1.060, 2.490], [-0.281, -2.297, 3.511], [2.397, -2.418, 2.553], [3.773, -2.015, 2.032], [4.235, -0.725, 2.709], [3.699, -1.767, 0.528], [2.589, -0.246, -0.208], [3.860, 1.260, 0.095], [3.415, -0.616, -2.012], [4.805, -3.112, 2.352], [4.673, -5.078, 1.959], [3.011, -5.608, 2.895], [3.957, -5.173, 0.116], [1.940, -0.681, 4.823], [0.413, 0.196, 4.647], [1.890, 0.867, 3.948], [0.283, -2.743, 4.340], [-0.677, -3.088, 2.879], [-1.117, -1.733, 3.921], [2.024, -3.257, 1.958], [2.482, -2.746, 3.599], [3.500, 0.053, 2.496], [5.208, -0.432, 2.322], [4.319, -0.862, 3.783], [3.285, -2.650, 0.038], [4.712, -1.604, 0.132], [4.887, 0.892, 0.169], [3.617, 1.825, 0.992], [3.795, 1.930, -0.763], [4.476, -0.344, -1.976], [2.924, -0.030, -2.784], [3.337, -1.676, -2.251], [4.971, -3.095, 3.433], [5.758, -2.813, 1.903], [2.976, -5.159, 3.883], [3.029, -6.688, 3.031], [2.105, -5.351, 2.354], [4.608, -4.654, -0.583], [2.952, -4.766, 0.050], [3.930, -6.227, -0.159], [-3.361, 0.172, -2.615], [-1.825, -0.633, -1.361], [-1.568, -2.280, -2.718], [-4.010, -0.664, -2.849], [-2.996, 0.614, -3.533], [-3.928, 0.905, -2.054], [-2.085, -2.054, -3.643], [-2.001, -3.175, -2.279], [-0.521, -2.462, -2.931], [-0.475, 1.655, 2.342], [-1.837, 0.621, 2.369], [-1.668, -0.491, 1.557], [-2.748, -1.376, 1.621], [-2.693, -2.821, 0.675], [-3.878, -1.169, 2.412], [-5.141, -2.339, 2.495], [-3.990, 0.002, 3.160], [-5.379, 0.301, 4.127], [-2.945, 0.929, 3.133], [-3.022, 2.403, 4.028], [1.233, -3.829, -1.555], [0.435, -3.448, -0.535], [0.082, -4.410, 0.350], [0.133, -2.254, -0.366], [1.446, -4.794, -1.737], [1.533, -3.126, -2.210], [0.234, -5.384, 0.148], [-0.691, -4.199, 0.965], [1.510, 2.056, -4.046], [0.354, 0.419, -3.881], [-1.063, 0.905, -5.210], [1.209, -1.159, -4.780], [-0.118, 0.406, -1.949], [1.919, 2.085, -5.052], [2.329, 2.139, -3.334], [0.869, 2.930, -3.929], [-0.541, 1.246, -6.100], [-1.697, 1.720, -4.880], [-1.686, 0.065, -5.496], [1.733, -0.761, -5.642], [0.434, -1.821, -5.151], [1.918, -1.738, -4.201], [-0.465, 1.447, -1.932]], "forces_ev_per_a": [[-2.58, -1.84, -2.23], [0.01, 0.12, 0.00], [0.07, -0.21, 0.00], [-0.11, 0.15, -0.03], [-1.25, 0.39, -0.29], [2.01, 1.80, 0.08], [0.31, 0.68, -0.21], [0.47, -0.85, 0.18], [0.19, -0.25, 0.02], [-0.03, 0.12, 0.00], [0.01, -0.05, -0.02], [0.06, 0.08, 0.01], [-0.07, 0.07, -0.03], [-0.06, 0.00, -0.11], [1.79, -1.82, 2.72], [-0.01, 0.23, -0.23], [-0.17, 0.27, -0.29], [-0.33, 0.24, -0.12], [-0.15, -0.26, -0.12], [-0.31, 0.09, -0.01], [3.57, -0.58, -0.51], [-0.16, -0.12, -0.02], [-0.63, 0.14, 0.29], [-0.12, -0.17, -0.14], [-0.08, 0.20, 0.02], [0.15, -0.06, -0.07], [0.04, -0.03, 0.25], [-0.09, -0.02, -0.20], [0.02, -0.01, -0.01], [0.01, -0.04, -0.08], [0.00, 0.17, -0.29], [-0.01, -0.03, -0.04], [0.02, -0.01, -0.02], [-0.03, 0.00, 0.15], [-0.24, 0.17, -0.24], [0.21, 0.19, 0.14], [0.10, 0.17, -0.01], [-0.01, 0.08, 0.19], [0.06, 0.03, -0.10], [-0.31, 0.09, -0.03], [-0.18, -0.07, -0.04], [-0.03, -0.04, 0.07], [0.00, 0.00, -0.03], [-0.26, -0.04, 0.18], [0.02, 0.00, -0.03], [-0.04, 0.01, -0.01], [0.05, -0.10, 0.02], [0.05, -0.08, 0.02], [0.03, 0.07, 0.10], [0.08, -0.05, -0.03], [-0.07, 0.11, -0.08], [0.06, 0.04, -0.03], [-0.06, 0.06, 0.04], [0.03, -0.04, 0.01], [-0.24, 0.04, 0.11], [-1.36, -0.24, -3.06], [-0.13, 0.06, 0.01], [-0.14, -0.15, -0.05], [0.25, -0.03, -0.03], [0.03, 0.11, 0.16], [-0.09, 0.05, -0.17], [-0.08, -0.05, 0.09], [0.04, 0.16, 0.06], [0.38, 1.79, 1.87], [-1.08, -0.74, 0.31], [-0.45, 0.45, 0.81], [0.56, 0.23, 0.00], [-0.37, -0.75, 0.19], [-0.12, 0.03, 0.10], [0.17, 0.11, -0.08], [-0.02, 0.17, 0.16], [0.14, -0.01, -0.10], [-0.18, 0.14, 0.20], [0.04, -0.27, -0.18], [-0.08, 0.03, -0.16], [0.48, 0.30, 0.26], [-0.23, -0.14, 0.08], [0.21, -0.04, 0.16], [0.02, 0.07, -0.07], [-0.03, -0.06, 0.02], [0.02, 0.02, -0.07], [0.12, 0.07, -0.05], [-0.28, -0.58, 0.10], [0.73, 0.39, -0.45], [0.21, -0.27, 0.59], [-0.40, 0.49, 0.43], [-0.19, -0.11, -0.11], [0.10, 0.02, -0.12], [0.03, -0.09, 0.07], [-0.07, 0.03, 0.05], [0.18, 0.00, -0.08], [-0.08, 0.15, 0.12], [-0.14, -0.16, 0.00], [0.14, 0.08, -0.17], [-0.16, -0.12, -0.03], [0.14, -0.04, 0.21], [-0.10, -0.18, -0.01]], "e_lumo_ev": -2.69, "homo_energy_ev": -8.9, "total_charge": 1, "orbital_gap_ev": 6.212, "de_lowest_kj_mol": 284.34}